DFT (ωB97M-V/def2-TZVPD) results for C24H23BClF6N8O4PS3Ti as an isolated structure at a distorted geometry.

```
72
Properties=species:S:1:pos:R:3:forces:R:3
Ti 0.55876 -1.07647 -0.57998 -1.32 1.32 1.78
C -3.11683 -1.91470 -4.67780 -0.01 0.06 0.09
N -3.63873 -1.90691 -3.30950 -0.12 0.11 0.05
C -4.58790 -2.74389 -2.85579 0.15 -0.01 -0.05
C -4.83268 -2.40107 -1.54059 0.12 -0.09 0.14
N -4.03449 -1.37681 -1.20068 -0.42 0.08 -0.06
B -4.23337 -0.59016 0.15788 0.03 0.03 0.05
N -3.29224 -1.13595 1.30627 -0.36 0.38 -0.12
C -3.60142 -0.83644 2.61408 -0.08 -0.12 -0.06
C -2.66364 -1.40254 3.40708 0.20 -0.04 -0.08
N -1.77282 -2.03917 2.57038 0.10 -0.07 0.22
C -0.62330 -2.83810 2.99494 -0.24 -0.04 0.00
C -2.16748 -1.83679 1.29903 0.20 -0.12 0.10
S -1.35792 -2.44361 -0.10797 0.27 -0.13 0.14
C -3.28655 -1.03370 -2.29182 0.03 -0.20 -0.22
S -2.13618 0.14989 -2.39769 -0.44 0.36 0.00
H -2.57164 -2.83748 -4.85675 0.04 0.00 0.03
H -2.44982 -1.07054 -4.80098 0.06 0.02 0.03
H -3.94627 -1.82635 -5.37447 -0.04 -0.02 0.01
H -5.02900 -3.50997 -3.47251 0.03 0.03 0.03
H -5.51904 -2.84054 -0.83595 -0.03 0.07 -0.06
H -4.03844 0.58013 -0.01797 0.06 -0.10 -0.02
H -5.35693 -0.85251 0.50825 0.07 0.10 -0.02
H -4.48238 -0.27158 2.86819 0.06 -0.02 -0.04
H -2.55700 -1.41331 4.47784 0.02 -0.04 -0.04
H 0.29384 -2.28184 2.85650 0.18 0.16 -0.05
H -0.59034 -3.75937 2.41961 -0.01 -0.01 -0.02
H -0.75150 -3.07727 4.04757 -0.01 0.00 -0.01
O 1.39855 0.39532 -6.16552 -0.08 -0.09 -0.01
C 2.00331 1.31136 -5.42070 -0.02 0.15 0.04
O 2.63608 2.20905 -5.89751 0.00 -0.03 0.03
C 1.85587 1.18874 -3.93330 0.02 -0.01 -0.07
C 2.36660 2.09043 -3.00438 0.15 0.03 0.00
Cl 3.27532 3.48537 -3.23979 0.00 0.04 0.00
N 2.07378 1.64772 -1.76301 -0.02 0.17 0.20
N 1.39664 0.49625 -1.83602 0.03 -0.34 -0.40
C 1.26837 0.21209 -3.13089 -0.12 -0.02 -0.01
C 0.48439 -1.02264 -3.40112 0.10 0.26 0.18
O 0.16908 -1.40309 -4.49588 0.02 -0.20 -0.17
O 0.12344 -1.60578 -2.26583 0.12 -0.47 -1.66
C 2.49925 2.20404 -0.50423 0.02 -0.16 -0.05
C 2.12394 3.48763 -0.15771 -0.09 0.10 -0.01
C 2.59589 4.01723 1.03287 -0.02 0.02 -0.02
C 3.41715 3.26117 1.85818 0.01 0.00 0.04
C 3.75939 1.96238 1.50619 -0.02 0.02 0.03
C 3.30295 1.42702 0.31179 0.08 -0.08 -0.02
H 0.90949 -0.27244 -5.64087 0.05 -0.02 -0.03
H 1.47324 4.06118 -0.80504 0.02 -0.01 0.02
H 2.31252 5.02289 1.31573 0.03 -0.02 -0.02
H 3.79761 3.68667 2.77940 -0.04 -0.02 -0.03
H 4.39741 1.37000 2.14914 -0.01 0.01 -0.02
H 3.59252 0.42918 0.00512 0.01 0.02 0.01
F 1.77666 -1.57293 0.69832 0.63 -0.20 0.69
P 2.90030 -2.91500 -0.12702 0.26 -0.36 -0.23
F 3.74491 -3.94859 -0.89768 0.02 -0.05 -0.05
F 4.07854 -2.08481 0.47751 0.10 0.09 0.06
F 2.80477 -1.83910 -1.35838 0.08 0.10 0.06
F 2.70000 -3.71695 1.19583 -0.03 -0.02 0.08
F 1.46654 -3.43352 -0.66646 0.03 -0.06 0.14
C 0.36225 4.10142 4.20889 -0.02 -0.05 -0.05
C 0.59047 2.68013 3.79638 -0.05 0.09 -0.03
C 1.24584 1.76039 4.60568 0.01 0.02 0.06
C 1.42090 0.49054 4.09512 0.06 -0.08 0.02
N 0.96773 0.12673 2.89669 -0.14 -0.19 -0.13
C 0.33164 1.06976 2.21458 0.30 -0.01 0.03
S -0.39911 0.73951 0.62376 0.04 -0.42 -0.49
N 0.13785 2.32333 2.59160 -0.10 0.08 0.04
H 0.87168 4.33847 5.14063 -0.01 0.00 -0.01
H -0.70686 4.28317 4.33096 0.02 -0.01 0.00
H 0.70998 4.76897 3.41892 0.00 -0.02 0.04
H 1.60066 2.02751 5.59209 0.03 -0.01 -0.06
H 1.94777 -0.27373 4.65881 -0.03 0.03 -0.01
```
Positions in Å, forces in eV/Å.

Output
Energy relative to the best compared isomer or geometry (same formula, charge and spin): 32.6 kcal/mol
Molar mass: 822.79 g mol⁻¹
Multiplicity: 2
Kohn-Sham gap (alpha / beta): 7.3 / 5.8 eV
Net charge: +1
Maximum force: 2.6 eV/A
LUMO (alpha / beta): -4.21 / -5.65 eV